The following is a quantum chemistry calculation of a single C22H34N2O4 molecule, from the Open Molecules 2025 dataset.

Computed properties:
calculated total energy	-34537.304	eV
ΔE to the lowest compared entry with this formula, charge and spin	1.3435	eV
HOMO-LUMO gap	8.38	eV

Last columns: bonded neighbours and bond lengths (Å).
CARTESIAN COORDINATES (ANGSTROEM)
1 C -1.226 2.796 3.688  C2 1.524, H29 1.088, H30 1.088, H31 1.086
2 C -1.608 1.548 2.901  C1 1.524, C3 1.534, H32 1.093, H33 1.093
3 C -1.368 1.696 1.393  C2 1.534, C4 1.527, C5 1.541, H34 1.093
4 C -2.360 2.665 0.755  C3 1.527, H35 1.086, H36 1.088, H37 1.087
5 C -1.492 0.322 0.707  C3 1.541, N6 1.459, C16 1.545, H38 1.095
6 N -0.544 -0.654 1.234  C5 1.459, C7 1.344, H39 1.007
7 C 0.791 -0.523 1.320  N6 1.344, O8 1.222, C9 1.521
8 O 1.408 0.444 0.895  C7 1.222
9 C 1.507 -1.681 1.998  C7 1.521, C10 1.532, C15 1.532, H40 1.095
10 C 1.334 -2.989 1.219  C9 1.532, C11 1.526, H41 1.093, H42 1.092
11 C 2.125 -4.108 1.891  C10 1.526, C12 1.530, H43 1.092, H44 1.092
12 C 1.680 -4.304 3.341  C11 1.530, C13 1.526, C14 1.529, H45 1.097
13 C 2.475 -5.423 4.006  C12 1.526, H46 1.088, H47 1.088, H48 1.088
14 C 1.843 -2.991 4.108  C12 1.529, C15 1.526, H49 1.092, H50 1.092
15 C 1.051 -1.865 3.448  C9 1.532, C14 1.526, H51 1.093, H52 1.092
16 C -1.382 0.435 -0.830  C5 1.545, O17 1.212, N18 1.348
17 O -2.273 0.040 -1.551  C16 1.212
18 N -0.227 0.992 -1.245  C16 1.348, C19 1.406, H53 1.021
19 C 0.086 1.233 -2.595  N18 1.406, C20 1.387, C26 1.403
20 C 1.298 0.805 -3.116  C19 1.387, C21 1.379, H54 1.080
21 C 1.614 1.012 -4.442  C20 1.379, C22 1.393, H55 1.077
22 C 0.703 1.651 -5.279  C21 1.393, O23 1.364, C25 1.391
23 O 1.086 1.791 -6.580  C22 1.364, C24 1.406
24 C 0.208 2.418 -7.481  O23 1.406, H56 1.089, H57 1.095, H58 1.095
25 C -0.503 2.113 -4.762  C22 1.391, C26 1.391, H59 1.077
26 C -0.812 1.928 -3.419  C19 1.403, C25 1.391, O27 1.359
27 O -1.925 2.424 -2.817  C26 1.359, C28 1.405
28 C -2.946 2.966 -3.614  O27 1.405, H60 1.089, H61 1.094, H62 1.096
29 H -1.348 2.620 4.754  C1 1.088
30 H -0.187 3.057 3.500  C1 1.088
31 H -1.850 3.642 3.412  C1 1.086
32 H -2.660 1.312 3.078  C2 1.093
33 H -1.011 0.712 3.273  C2 1.093
34 H -0.353 2.072 1.241  C3 1.093
35 H -2.248 3.660 1.178  C4 1.086
36 H -3.381 2.328 0.926  C4 1.088
37 H -2.197 2.730 -0.317  C4 1.087
38 H -2.492 -0.078 0.905  C5 1.095
39 H -0.943 -1.515 1.569  N6 1.007
40 H 2.570 -1.417 2.000  C9 1.095
41 H 0.279 -3.271 1.181  C10 1.093
42 H 1.679 -2.853 0.191  C10 1.092
43 H 1.988 -5.037 1.334  C11 1.092
44 H 3.189 -3.862 1.872  C11 1.092
45 H 0.619 -4.580 3.345  C12 1.097
46 H 2.343 -6.359 3.467  C13 1.088
47 H 2.145 -5.570 5.032  C13 1.088
48 H 3.535 -5.181 4.019  C13 1.088
49 H 1.505 -3.121 5.138  C14 1.092
50 H 2.901 -2.721 4.137  C14 1.092
51 H -0.014 -2.111 3.482  C15 1.093
52 H 1.198 -0.934 4.000  C15 1.092
53 H 0.535 1.057 -0.567  N18 1.021
54 H 1.994 0.300 -2.463  C20 1.080
55 H 2.552 0.679 -4.854  C21 1.077
56 H 0.712 2.396 -8.447  C24 1.089
57 H 0.017 3.459 -7.201  C24 1.095
58 H -0.743 1.880 -7.559  C24 1.095
59 H -1.200 2.632 -5.398  C25 1.077
60 H -3.762 3.192 -2.929  C28 1.089
61 H -3.294 2.249 -4.362  C28 1.094
62 H -2.625 3.890 -4.109  C28 1.096